A cluster of 11 separate species, C99H209N11O11 in total in a non-equilibrium geometry, computed with ωB97M-V/def2-TZVPD.

Structure (XYZ):
```
330
Properties=species:S:1:pos:R:3:forces:R:3:mulliken_charge:R:1
O -3.795535 -3.247689 -6.649173 -0.249 0.730 -0.405 -0.508
O 0.817936 5.322135 3.915261 0.223 -2.088 -0.023 -0.498
O -0.623553 1.884520 0.261389 0.306 -1.531 -0.580 1.847
O 7.922066 1.765800 -2.321080 1.775 0.472 -0.368 -0.262
O 4.136432 2.976321 -5.315672 0.050 -0.210 1.099 1.131
O -7.387033 -2.783406 1.304736 -0.018 3.187 2.834 -0.503
O -4.281588 -1.911720 6.738829 2.113 -1.224 1.251 -0.361
O -0.222420 -6.134479 2.487364 0.187 0.115 0.528 -0.557
O -1.354160 -4.685671 0.320204 1.444 -0.539 0.849 1.791
O -3.676846 1.992056 1.430334 0.011 -0.706 1.192 0.177
O 0.236369 5.175352 -3.265660 0.672 -1.129 0.781 -0.469
N 4.651730 2.885196 -6.621492 0.076 -0.933 0.056 -0.473
N 0.970399 6.347995 -3.005798 -0.952 0.902 0.250 0.155
N 1.193958 -6.064128 2.683341 -0.251 0.845 -0.193 1.149
N -0.870575 -5.956420 -0.215690 -0.738 0.519 0.602 0.520
N 7.559390 1.253998 -1.075396 -2.751 0.095 1.447 -0.209
N -3.827094 -0.641299 7.134924 -0.117 0.228 0.621 0.012
N -3.481868 2.771711 0.291559 -0.067 -0.100 0.265 0.716
N -4.005206 -1.861851 -6.216957 -0.073 -0.301 -2.018 0.125
N -6.311802 -3.274734 2.058728 1.932 -0.624 -0.635 0.534
N -0.545432 0.612753 -0.513137 0.420 1.308 0.514 0.850
N 1.932363 4.473338 4.408219 -0.569 0.466 -0.419 0.189
C 0.203063 0.949720 -1.758263 -0.272 0.306 -0.337 2.797
C -1.105856 -0.660212 1.507046 1.015 0.629 0.088 -0.568
C 6.698306 2.826891 -7.903934 0.201 1.318 0.054 -1.137
C -0.541619 -4.808785 -2.535663 0.288 0.975 0.764 -0.856
C 4.345604 0.334269 -6.335396 0.653 0.306 1.752 -0.764
C -7.560766 -5.052272 3.160244 -2.451 -0.951 -1.378 -1.797
C 1.679837 -7.367597 3.120313 0.940 0.092 0.847 1.627
C -3.697955 -0.881617 -7.388748 -1.388 -1.758 1.026 1.539
C 2.576385 6.050142 -4.851097 -0.510 -1.435 0.461 -2.210
C -3.962098 -2.923614 2.720810 -0.015 0.280 -0.980 0.079
C -3.483510 4.186397 0.714042 -0.573 -0.404 0.917 1.613
C -0.860238 -8.017331 -2.150447 2.038 0.121 -1.232 -0.732
C 2.998342 -4.899504 3.738238 -0.090 1.114 0.420 -1.457
C -0.938697 7.394088 -1.787935 0.750 -1.005 -0.662 -1.875
C -0.155431 -1.707261 -0.551314 1.952 0.223 -1.134 -0.130
C 4.079310 3.302359 3.810230 -0.943 -0.774 -0.185 -0.722
C -3.393899 -0.254083 -4.582184 0.940 0.045 1.867 -0.474
C 3.225181 -7.242315 3.272972 -1.457 -0.853 -1.006 -1.348
C 2.352367 6.224113 -3.338292 1.877 -0.131 0.032 1.889
C -3.450175 0.707247 9.076541 0.884 1.735 0.864 -1.221
C -4.143289 4.607353 -1.627078 -0.079 1.472 -1.455 -1.243
C -3.987677 0.503516 -6.799438 -1.018 -0.141 -2.073 -1.552
C 5.133258 0.856378 0.599006 0.263 -0.138 0.018 1.488
C -0.644647 1.868929 -2.655295 0.494 0.183 0.287 -0.667
C -5.162879 -2.372895 1.900618 0.628 0.350 0.012 1.946
C -0.042227 -0.504050 0.367774 -1.220 1.085 1.118 2.696
C 0.726902 6.179765 -0.421712 0.974 0.068 -0.117 -0.744
C 0.555542 3.874729 6.285554 0.884 -1.611 0.112 -1.926
C 6.317312 4.615255 -6.161477 0.124 -0.153 -1.194 -1.923
C 5.668307 0.201682 -2.586902 2.056 -0.600 -0.676 -0.521
C -7.466318 -2.801525 4.200076 1.082 -1.110 -0.084 -1.690
C -5.839267 2.344435 -0.411675 -0.724 -1.690 0.569 -1.903
C -4.098570 3.156549 -1.952750 -0.134 -1.218 -2.485 -0.786
C 1.485124 -4.874108 3.539221 -0.760 -1.198 0.951 2.422
C -3.247335 -1.741205 -4.989151 -0.089 0.857 0.104 2.162
C 2.935204 4.246341 3.349901 0.100 0.485 -2.193 2.214
C -2.424277 -0.554187 6.624787 -1.521 1.999 1.527 3.140
C -4.735267 -1.163807 -8.496440 -0.780 1.221 0.741 -1.952
C -4.359374 -3.244124 4.119072 1.316 -1.101 0.774 1.037
C 0.066293 -5.683547 -1.363460 -1.374 -2.112 -1.610 1.292
C -2.336396 4.387402 1.715584 0.785 -0.657 -0.208 -1.914
C 3.109401 7.561791 -3.068439 -0.347 -1.642 0.782 -1.806
C -2.383413 -1.046437 -8.080866 1.784 0.643 1.151 -1.352
C -4.683706 -2.334035 0.387335 -0.928 -0.576 1.470 -1.185
C 6.162521 3.104740 -6.487467 -2.052 0.848 -0.348 2.002
C -6.686449 -3.859095 3.337707 0.485 1.616 0.195 1.904
C 6.831536 2.319468 -5.394433 0.244 -1.455 -1.087 -1.644
C -1.589449 -8.170206 -0.891515 -0.062 -1.841 1.537 -1.347
C -4.750147 4.755203 1.414339 -1.261 -0.872 0.217 -1.762
C -4.004581 0.798418 -0.984573 1.277 0.392 1.563 -0.329
C 0.787344 -1.532801 -1.798381 -0.350 1.420 0.780 -0.681
C 6.635753 0.116294 -1.380536 0.133 -1.377 0.006 2.528
C -3.967283 -2.573178 -3.956006 1.110 -0.554 0.719 -1.787
C -4.148660 -0.487936 8.611945 -1.104 0.250 -2.658 1.581
C -1.745140 0.652958 7.302075 0.498 0.444 -1.336 -1.125
C 3.570131 -6.209507 4.275687 0.917 2.093 -0.859 -0.860
C -2.547647 -0.241877 5.181996 1.023 0.963 0.046 -1.974
C 2.533433 1.754964 -7.207458 1.809 2.399 0.336 -2.295
C 3.581184 2.024037 4.548770 -0.715 0.561 -0.771 0.345
C 1.398629 8.290627 -1.558789 -0.590 -0.288 0.568 -1.663
C 0.311141 -0.277746 -2.627684 1.743 -2.303 -0.092 -0.483
C -3.235449 -6.397118 -1.170470 -1.079 0.499 -1.062 -1.302
C 2.861225 8.124175 -1.715068 1.364 0.284 -0.392 -0.281
C 1.368900 -5.096917 -0.842747 -0.719 0.527 -0.054 -0.771
C 3.094239 5.041291 -2.616775 -0.611 -0.642 -1.916 -0.639
C 0.365175 -7.117659 -1.925030 0.034 0.838 1.233 -1.152
C 5.770679 -0.270157 -0.183437 0.444 -0.934 0.496 -2.357
C -3.839411 -1.563834 9.545569 -0.295 -1.178 1.857 -1.886
C 1.612241 1.593881 -1.529154 -0.531 -0.126 -0.752 0.361
C 1.050624 -3.658393 2.782848 0.286 0.665 0.795 -2.214
C 4.069472 1.569522 -7.148130 -0.166 0.848 -1.160 1.573
C 1.452304 -8.329235 2.028689 0.786 -1.696 -2.736 -2.087
C 0.381909 2.335737 4.355676 0.460 -0.009 -0.441 0.150
C -2.716070 -7.088058 1.060618 0.477 -0.906 -0.561 -2.484
C -1.945012 0.642195 8.799026 0.332 -0.514 0.217 -0.770
C 8.167041 3.339971 0.054277 -0.139 -1.888 -1.614 -1.928
C -3.224919 5.010004 -0.499641 -1.408 1.360 0.002 -0.406
C 2.591538 2.489251 5.621242 -0.287 -1.665 0.490 -1.898
C 5.907905 3.189792 -1.147992 -0.061 0.300 0.700 -1.714
C 4.651934 1.491072 -8.572009 -0.857 -0.124 -0.234 -1.182
C -5.449590 -0.884583 2.355218 0.809 -1.017 -2.501 -0.946
C 1.284438 -0.271877 1.114502 0.917 -0.466 -0.238 0.449
C 0.585015 6.990484 -1.733319 -1.049 0.655 0.419 1.897
C -5.636669 -0.215771 8.546041 -1.658 -1.346 2.206 -1.955
C 6.243354 1.832375 0.925227 0.658 -0.056 0.697 -1.382
C 3.538507 5.608998 2.941846 1.557 0.760 0.580 -2.043
C 0.999556 -7.839130 4.386293 2.120 -0.928 0.625 -1.752
C -4.375323 2.245980 -0.802758 -0.258 1.391 1.888 2.511
C -2.088306 -6.898129 -0.302679 0.239 1.316 -1.057 1.802
C -1.733875 -1.829044 6.875844 2.046 -0.328 0.070 -0.983
C 7.622532 -1.049125 -1.621154 -1.881 -0.624 1.661 -2.059
C 2.317884 3.695803 2.039524 0.253 -0.630 0.141 0.189
C 0.714278 -4.804852 4.966378 0.262 -0.553 -2.485 -1.685
C -3.086228 0.793150 -5.647703 0.579 -0.928 0.348 -0.204
C 6.923372 2.386252 -0.276708 1.272 0.870 -2.083 1.976
C 1.415404 3.305553 5.125462 -1.382 -0.423 -0.337 1.976
C 6.162626 1.535479 -8.508244 1.423 -0.323 -0.881 -0.469
C -1.771935 -2.163706 -5.069848 0.196 -1.298 -1.687 -0.614
C -5.435113 -4.315335 4.068246 0.374 1.122 0.197 -2.046
H -1.512961 6.480531 -1.926474 -0.070 -0.019 0.196 0.166
H -4.872777 3.006254 -2.746270 0.412 -0.239 0.492 0.515
H 2.843530 6.381220 2.574705 -0.053 -0.719 -0.051 0.266
H -2.791128 -1.638033 9.735046 0.651 -0.455 0.066 0.514
H -5.376179 -0.685633 3.363598 0.244 0.021 2.444 0.243
H -3.872687 1.624985 8.633276 0.159 -0.212 0.206 0.334
H -0.936120 2.735397 -2.110237 -0.526 0.806 0.422 -0.300
H -4.661370 -2.164278 -8.899496 -0.054 -0.169 -0.096 0.501
H -0.036223 -7.666850 4.266182 -1.154 -0.022 0.333 0.186
H -5.766964 -0.889274 -8.188116 0.449 -0.708 0.123 0.352
H -7.594268 -3.265697 5.196619 -0.565 0.474 -0.426 0.389
H 3.145698 3.012867 6.389178 -0.062 0.262 0.392 0.442
H -8.353246 -2.682979 3.597413 -0.676 0.511 0.552 0.507
H -0.331094 -6.382100 1.547729 0.287 0.123 -0.305 -0.341
H -1.505850 -7.738719 -2.953406 -0.389 0.802 -0.636 0.384
H 7.408343 4.748471 -6.012667 -0.637 0.501 -0.124 0.456
H -5.720172 4.808341 0.880626 0.913 0.069 -0.425 0.272
H 8.860524 1.885829 -2.101199 -0.162 0.178 -1.030 0.399
H 3.477893 -4.690566 2.781556 -0.027 -0.019 -0.226 0.404
H 6.406308 3.757320 -1.923271 0.217 -0.029 -0.192 0.590
H -0.681735 0.524274 6.944031 -0.730 0.506 0.782 0.058
H -0.274517 1.803093 5.056940 0.380 0.308 0.172 -0.577
H -3.439054 -5.314970 -1.004166 0.315 -0.623 -0.310 -0.029
H 2.103530 0.074116 0.475439 -0.058 -0.718 0.143 -0.233
H 4.434541 5.558488 2.240722 -1.321 -0.432 0.482 0.200
H 5.477226 -0.792828 -3.073319 0.097 0.782 0.823 0.587
H -1.488532 1.425965 -3.195939 0.076 -0.142 0.665 -1.489
H 2.248292 0.919185 -0.959612 0.161 0.263 -0.453 -0.810
H 6.929505 1.291505 -5.771212 0.533 0.124 0.240 0.351
H -4.410856 -0.052974 -4.186615 0.332 -0.287 -0.347 0.454
H -4.295267 -1.390668 10.552403 0.159 0.201 -0.797 0.476
H 1.254283 -8.917944 4.554686 -0.513 0.802 -0.134 0.470
H -1.104106 0.244844 2.170587 0.255 -0.947 -0.344 -0.375
H 8.566232 3.670231 -0.940257 -0.445 0.079 0.871 0.380
H 0.010826 -4.866608 -3.517114 -0.242 -0.105 1.184 0.419
H -0.941799 -8.675282 -0.169992 0.307 0.153 0.197 0.165
H -4.178078 -6.914493 -0.856835 0.759 0.278 -0.305 0.465
H -6.290431 -1.027239 8.143350 0.873 0.123 0.309 0.276
H -3.710935 -1.844830 0.378544 0.023 -0.058 -0.152 -0.241
H 5.875910 2.725980 1.398654 -0.292 0.196 0.726 0.169
H -1.607013 -4.961739 -2.758485 0.353 -0.395 0.246 0.120
H 0.207087 5.218383 -0.406306 -0.005 0.079 -0.052 -0.535
H 0.538343 -3.762096 5.224475 0.253 -0.144 0.336 0.356
H -1.966500 -7.347043 1.794818 -0.258 -0.138 0.469 0.397
H -2.443922 3.779563 2.625108 -0.129 0.318 -0.234 0.506
H -2.554272 -0.650092 -9.053517 0.381 -0.029 -1.047 0.467
H 4.299473 1.277750 0.023749 0.154 0.249 0.308 -1.057
H -1.529338 -0.320898 9.224125 -0.158 1.282 -0.295 0.386
H 5.121483 2.604567 -1.631051 0.193 -0.093 0.182 0.002
H 1.124923 4.620378 6.798594 -0.039 1.056 -0.017 0.549
H 3.582723 -7.053697 2.222935 0.100 0.284 1.159 0.303
H -6.087316 -0.015558 9.583542 0.726 0.097 -1.429 0.341
H -1.262697 8.037163 -2.605132 0.573 0.235 -0.128 0.462
H -3.239701 -6.197799 1.270582 -0.379 1.179 0.843 0.738
H -4.942062 -5.166300 3.607830 -0.429 -0.503 -0.004 0.253
H -4.666645 -3.540997 -6.958090 0.221 0.270 0.254 0.366
H 4.289528 0.659578 -9.201375 0.223 -0.416 0.851 0.366
H -4.254524 -2.482426 9.223814 -0.107 -1.192 -0.440 0.254
H 1.068560 -7.001681 -2.738876 -0.193 -0.105 -0.609 0.440
H -3.477746 -3.680395 4.673547 -0.730 0.439 -0.464 -0.143
H 2.065319 1.602440 6.060610 0.794 0.513 0.094 0.432
H 4.634761 -5.993234 4.311254 0.358 -0.462 0.130 0.484
H 0.362540 3.124467 7.073850 -0.070 -0.122 -0.598 0.304
H 4.147375 2.299455 -9.130972 0.910 0.417 0.230 0.413
H 0.782250 1.544883 3.685451 0.224 0.643 0.446 -0.075
H -4.957607 -2.213468 -3.788034 -0.976 -0.113 -0.311 0.563
H -7.770212 -5.457034 4.160341 -0.088 -0.112 -0.350 0.376
H -1.843384 -2.145341 7.934934 0.423 0.040 -0.808 0.357
H -5.088144 0.415743 -6.631779 0.768 0.608 0.700 0.364
H -7.176708 -5.874540 2.493735 0.140 0.893 0.766 0.335
H 1.576865 -1.212966 1.644312 -0.131 0.706 -0.518 -0.447
H 7.808633 2.849030 -7.841720 -0.560 -0.157 -0.235 0.293
H 1.458828 -7.287443 5.214505 -0.705 -0.272 0.078 0.350
H -6.398470 1.705931 -1.112261 0.021 0.138 0.162 0.548
H -6.304960 3.313183 -0.447272 0.093 0.423 0.100 0.358
H -0.490874 -3.763557 -2.153983 -0.157 -0.660 -0.584 -0.745
H -1.432044 1.509505 9.224991 -0.003 -0.280 0.262 0.359
H 0.382968 6.818387 0.385961 -0.566 -0.083 0.127 0.899
H 1.428218 -3.652940 1.778674 0.288 0.060 -0.582 0.008
H 0.012594 2.203048 -3.436097 0.447 0.313 -0.587 0.669
H -1.586875 2.017712 0.313778 -0.073 0.207 -0.084 -0.832
H -4.532761 -0.423473 -9.269472 0.092 -0.229 -0.350 0.477
H -2.112455 1.651863 6.857253 0.358 -1.488 0.620 0.091
H 2.877807 3.842949 1.090050 -0.003 0.182 0.830 0.291
H -6.409506 -0.529341 2.037408 -0.637 -0.001 -0.434 0.574
H 4.777421 0.520909 1.575404 -0.461 -0.299 -0.243 0.769
H 0.646319 4.416480 -2.744881 -0.583 1.202 -0.599 0.344
H -2.275833 -2.498646 6.229288 0.534 -0.910 -0.030 0.134
H -1.165474 -1.745114 -0.922240 -0.595 -0.134 -0.031 0.045
H 3.523564 -8.241568 3.514005 0.597 -0.633 0.364 0.460
H 5.753711 5.008509 -5.306165 0.276 -0.583 0.061 0.083
H -4.431707 5.741972 1.646330 -0.142 1.033 0.371 0.549
H 1.862402 -5.702854 -0.097645 -0.027 -0.481 0.185 0.066
H -0.235711 -5.327204 4.882152 -0.224 0.207 -0.150 0.273
H 6.614396 1.425542 -9.521309 -0.397 0.121 0.487 0.391
H 6.233284 2.195451 -4.510681 -0.045 0.696 0.396 -0.159
H 2.347352 2.740069 -7.681598 -0.092 -0.349 0.398 0.426
H 2.305060 5.027977 -5.151038 -0.352 0.194 -0.056 0.478
H -2.066532 -0.637273 1.037393 -0.803 -0.433 -0.178 -0.020
H -0.640635 -1.678162 6.556463 -1.419 -0.720 0.556 0.351
H -3.171543 -2.174986 2.611025 -0.039 0.046 0.385 -0.401
H 1.091366 -4.172766 -0.345696 0.452 0.302 -0.119 -0.464
H 6.385711 3.716053 -8.537330 0.349 -1.079 0.521 0.278
H 3.268109 -4.040179 4.382562 -0.124 -0.376 -0.077 0.384
H 5.406559 3.931962 -0.502328 0.095 -0.221 -0.113 0.371
H 1.905364 6.728578 -5.367636 0.369 0.220 -0.343 0.503
H 6.422780 -0.859024 0.449525 0.251 0.109 0.769 0.559
H 3.649597 6.117625 -5.070888 -0.355 0.540 -0.158 0.315
H -0.606175 -0.483940 -3.171116 -0.330 -0.168 0.390 -1.002
H -1.200878 7.848816 -0.849943 -0.206 0.214 0.431 0.429
H 0.807019 -2.469503 -2.320038 0.019 -0.129 -0.740 1.400
H -5.116115 -1.851691 6.362702 -2.452 0.795 -0.953 0.235
H -3.101098 -6.630491 -2.265426 -0.128 0.556 1.091 0.242
H -2.037700 0.661760 -6.042767 -0.821 0.538 0.744 -0.085
H 4.106727 5.095067 -3.005754 0.256 -0.409 -0.103 0.644
H -3.652318 0.675058 10.151955 0.206 0.781 0.034 0.515
H -1.136582 -1.377637 -5.415551 0.485 0.910 0.172 0.343
H 2.230722 1.770362 -6.176364 -0.741 0.006 0.286 0.104
H -6.920480 -1.852050 4.307453 -0.243 -0.393 -0.119 0.208
H -4.564090 -3.395978 0.054341 -0.286 0.979 -0.084 0.387
H -1.359020 -2.623700 -4.178735 -0.161 0.275 0.403 -0.572
H 1.574692 2.546046 -1.028759 -0.372 0.312 0.739 -0.036
H 1.043165 -0.089811 -3.450612 -0.309 0.034 0.611 0.135
H -5.405480 -1.716460 -0.169892 0.328 -0.617 -0.222 0.497
H -5.204831 4.866578 -1.510251 0.248 0.147 0.761 0.610
H 3.023101 1.359422 3.865450 0.187 0.382 -0.139 -0.544
H 4.788110 0.661177 -2.277079 -1.853 0.610 0.271 -0.380
H -3.111128 -0.936932 4.679207 -0.885 -2.144 -1.305 -0.563
H -1.349610 4.153982 1.280164 -0.395 -0.355 -0.116 -0.434
H -3.107669 0.640858 5.028743 -0.484 1.370 0.119 0.777
H 3.550339 3.725154 -5.320219 -0.305 0.526 -0.105 -0.609
H -2.713885 -0.114095 -3.680921 -0.753 -0.141 -0.971 -0.919
H 2.656064 4.020021 -2.922187 0.697 1.476 0.532 -0.252
H 2.060770 -4.907462 -1.666172 -0.108 0.137 0.019 0.571
H 3.885981 -0.498795 -6.856805 0.155 -0.331 -0.007 0.542
H 8.945317 2.634131 0.421527 -0.397 0.811 0.421 0.452
H -0.035358 -3.605706 2.773424 -0.089 0.244 0.034 -0.447
H 1.475288 -2.809991 3.356516 -0.469 -0.056 -0.541 0.855
H -0.431252 -8.942671 -2.522969 -0.142 -0.554 0.255 0.510
H -0.319602 2.887538 3.722549 0.044 0.127 -0.042 -0.304
H -7.488153 -3.484699 0.761957 -1.014 -3.198 -3.187 0.359
H 5.932858 5.163774 -7.052672 0.558 -0.074 0.606 0.493
H -5.989902 1.860985 0.591115 -0.085 0.548 -0.777 0.118
H 0.967770 -7.567999 -1.123174 -0.159 -0.322 -0.109 0.127
H 7.018661 -1.951161 -1.861313 0.568 0.267 0.325 0.347
H 1.822235 -9.392187 2.076028 -0.224 1.003 0.995 0.388
H -0.775122 -4.611217 1.144960 -1.275 0.008 -1.253 -0.365
H 0.127086 4.666592 3.583403 1.190 1.148 0.378 0.306
H -3.172905 2.803430 -2.423728 0.137 0.505 0.144 -0.334
H 3.192547 5.109912 -1.562455 -0.291 0.078 1.045 -0.133
H -2.932811 0.717621 -1.116691 0.389 0.073 -0.502 -0.916
H 1.835152 -1.343678 -1.480400 -0.494 -0.143 0.053 -0.404
H 1.267983 0.522560 1.868352 -0.696 -0.136 -0.078 -0.920
H -0.374623 4.157291 5.828118 -0.418 0.724 0.391 0.254
H 3.992431 6.052026 3.835717 -0.142 0.065 0.139 0.512
H -1.588953 -2.927238 -5.877551 -0.625 0.425 0.791 0.436
H 4.391910 1.365406 4.902623 -0.159 0.645 0.256 0.699
H -3.500380 -7.850332 0.956882 0.467 -0.123 0.199 0.516
H 1.289215 -5.390768 5.634916 0.531 0.093 1.228 0.586
H -0.900553 -1.608086 2.063634 -0.352 0.845 -0.326 -0.643
H -3.416513 6.090713 -0.259454 0.485 -0.862 -0.159 0.630
H 0.429974 -8.423695 1.711070 -0.631 0.093 0.014 0.457
H 3.393312 9.093318 -1.658023 -0.282 -0.351 0.285 0.412
H -4.509412 2.236603 1.885511 0.278 0.096 -0.447 0.140
H -2.202148 4.875306 -0.748698 0.969 -0.026 -0.605 -0.964
H 6.973514 1.321570 1.617496 -0.571 0.542 -0.634 0.292
H 3.363308 7.429991 -1.038536 -0.392 0.189 0.636 0.165
H -3.910374 5.231663 -2.530504 0.176 -0.692 0.534 0.423
H -1.587205 -0.092853 4.719106 0.487 -0.202 -0.331 0.164
H 3.844462 0.409881 -5.290778 1.130 -0.107 -1.623 -0.305
H 2.145703 2.643069 2.136850 0.012 -0.860 -0.064 -0.479
H 1.340899 4.097153 1.916757 -0.787 0.634 -0.381 -0.336
H -2.405339 -8.889210 -0.962102 -0.387 0.154 -0.272 0.307
H 7.827374 2.733258 -5.226852 -0.130 -0.156 0.355 0.570
H 1.776592 6.041765 -0.126877 -0.111 -0.356 -0.374 -0.117
H 2.021881 1.050507 -7.782464 -0.604 -1.526 -0.750 0.660
H -5.777785 -4.497335 5.077438 0.148 -0.693 0.340 0.782
H -3.888538 1.217249 -7.648137 0.102 -0.162 0.546 0.388
H 5.465124 0.231212 -6.267192 -1.390 -0.523 0.293 0.211
H -4.622531 -2.382488 4.693430 -0.407 0.420 -0.088 -0.473
H 8.241010 -1.182360 -0.708746 -0.308 -0.110 -0.677 0.489
H 6.606391 0.669313 -7.952197 -0.668 0.526 -0.297 0.323
H 5.066971 -1.039847 -0.506815 -0.311 0.250 -0.236 0.328
H 6.124302 0.812754 -3.342825 0.030 0.196 -0.413 -0.453
H 0.074701 -2.669424 -0.095306 -0.144 0.326 0.431 -0.336
H -3.516512 -3.842727 2.297497 -0.447 0.236 -0.351 -0.829
H 2.891043 8.265113 -3.808806 -0.699 1.113 -1.347 0.550
H 2.024986 -7.986259 1.145526 -0.438 0.160 0.076 0.341
H 7.973389 4.215640 0.663333 -0.103 -0.156 0.276 0.338
H 8.203983 -0.824136 -2.447286 1.390 0.368 -1.635 0.511
H -3.888717 -3.656016 -4.166053 -0.321 0.587 0.061 0.444
H 4.143729 7.342655 -3.168711 1.087 -0.302 -0.249 0.574
H 4.614109 3.016018 2.911300 0.047 -0.002 -0.174 -0.622
H -4.685683 -0.269393 1.874930 -0.048 0.118 0.022 -0.476
H 3.262331 -6.332361 5.293262 -0.346 -0.678 0.517 0.447
H -4.506104 0.430145 -1.825842 -0.843 -0.989 -1.086 1.057
H 1.222971 8.707424 -0.575188 -0.539 0.036 0.304 0.525
H -1.591860 -0.394075 -7.642027 -0.351 -0.617 -0.157 0.148
H -2.234546 5.431291 1.946894 -0.299 0.622 0.409 0.863
H -4.132675 0.216131 -0.048493 -0.625 0.419 -0.877 -1.036
H 4.778433 3.860952 4.393833 0.427 0.332 0.790 0.631
H -5.756102 0.571781 7.871873 -0.487 1.643 -0.722 0.540
H 2.071014 1.877173 -2.494782 -0.083 -0.691 0.182 -0.621
H -3.235318 1.759673 -5.166828 0.224 0.234 -0.405 0.553
H -3.468029 -2.380607 -3.009385 0.254 -0.201 0.341 0.085
H -2.007313 -2.075218 -8.099998 -0.294 0.216 -0.155 0.255
H 1.043511 9.012079 -2.277410 -0.116 0.339 -0.397 0.400
H -5.103380 4.317176 2.365366 0.809 -0.238 -0.114 0.286
H -8.578747 -4.771090 2.675470 1.522 -0.327 0.934 0.338
```
Forces are in eV/Å.

Summary:
Energy = -144950.252 eV
Relative energy (zero: lowest compared OMol25 entry of this formula, charge and spin) = 245.4 kJ/mol
Maximum force = 4.63 eV/A
Gap between HOMO and LUMO = 8.562 eV